(1)
The following is a quantum chemistry calculation of a cluster of 9 separate species, C6H29NO8 in total at a distorted geometry, from the Open Molecules 2025 dataset.

Structure (XYZ):
```
44
Properties=species:S:1:pos:R:3:lowdin_charge:R:1
O -0.22553 0.52804 -1.00235 -0.063
O 2.66541 0.25394 -3.53131 -0.052
O -3.13731 0.02322 -0.92419 -0.052
O 0.31265 3.26845 0.41548 -0.047
O 2.01588 1.86733 -1.54846 -0.089
O -3.04348 2.20309 0.72666 -0.095
O -1.21206 -0.61372 -3.55689 -0.038
O 3.34081 0.89890 0.57212 -0.068
N 0.94330 0.53515 2.54169 0.031
C 0.82870 -1.82595 1.87115 -0.164
C 0.00177 -0.61303 2.32083 -0.399
C 0.46510 -2.18515 0.42618 -0.214
C -0.63309 -3.14592 0.25296 -0.182
C -0.83223 -0.78710 3.60343 -0.053
C -1.74981 -3.08384 -0.47466 0.006
H 1.23948 -2.73510 -0.14303 0.129
H 0.30879 4.22974 0.55831 0.070
H 1.19588 0.58773 3.52217 0.072
H 1.90805 -1.63657 2.01911 0.116
H -1.71561 -1.34146 -3.92861 0.050
H 0.52289 1.44520 2.36937 0.060
H 1.60296 2.72690 -1.38189 0.042
H -0.75301 -0.27632 -4.33644 0.053
H 3.13064 0.64816 -2.79781 0.010
H 0.46772 -1.21717 -0.05091 0.074
H 2.68357 1.88453 -0.82203 0.030
H -0.55708 -4.07987 0.84880 0.115
H -0.70354 -0.41399 1.49616 0.125
H -2.45169 -3.90896 -0.39080 0.053
H -0.18207 3.15188 -0.39909 0.033
H -3.30073 -0.82332 -0.50805 0.037
H -2.00724 -2.29757 -1.16710 0.028
H 2.43008 0.63876 0.83150 0.013
H -0.94878 -1.83706 3.86246 0.068
H -2.29199 -0.00027 -1.39145 0.006
H -1.83136 -0.39566 3.45022 0.071
H -0.50677 -0.25373 4.49541 0.069
H 3.31426 1.74538 1.04549 0.055
H 0.08691 0.50608 -1.90376 0.014
H -3.25619 1.56138 0.00276 0.002
H -2.08564 2.18218 0.60479 -0.016
H 0.60201 -2.59552 2.61353 0.098
H 1.75627 0.13465 -3.27714 -0.009
H 0.52275 0.85334 -0.48642 0.012
```

The relative energy (zero: lowest compared OMol25 entry of this formula, charge and spin) is 294.3 kJ/mol. The calculation puts the strongest force on any atom at 0.0406 Eh/bohr. The calculation puts the lowest unoccupied orbital energy at 0.004 eV. As for the total energy: -902.61687 Ha. The highest occupied orbital energy comes out at -9.46 eV. As for the SMILES: C=CCC[C@@H](C)N.O.O.O.O.O.O.O.O. As for the HOMO-LUMO gap: 0.348 Ha.

***

(2)
The following is a quantum chemistry calculation of a cluster of 2 separate species, C4H11NP in total at a distorted geometry, from the Open Molecules 2025 dataset.

Structure (XYZ):
```
17
Properties=species:S:1:pos:R:3:lowdin_charge:R:1
P -2.09094 -0.05640 0.77158 0.787
N -3.25924 0.81047 -0.53453 -0.133
C 0.69349 -0.50227 -0.20812 -0.052
C 0.73516 -1.87229 -0.63250 -0.079
C 2.69193 0.52771 0.66925 -0.037
C 1.24900 0.60438 0.24765 -0.130
H 3.29813 1.39403 0.52092 0.091
H -3.37430 1.66629 0.00885 0.069
H 0.61332 1.43440 0.21297 0.072
H -2.82911 1.12852 -1.33838 0.053
H 3.18627 -0.25578 0.24895 0.048
H -4.26117 0.59049 -0.71851 0.133
H 1.73164 -2.24568 -0.61486 0.101
H -1.68150 1.18197 1.26685 -0.185
H 2.69001 0.13800 1.64915 0.085
H 0.53793 -2.21312 -1.62898 0.097
H 0.06937 -2.33074 0.07971 0.079
```

The relative energy (zero: lowest compared OMol25 entry of this formula, charge and spin) is 432.2 kJ/mol. The calculation puts the strongest force on any atom at 0.0650 Eh/bohr. The calculation puts the lowest unoccupied orbital energy (alpha / beta) at -5.138 / -4.587 eV. As for the total energy: -554.68909 Ha. The highest occupied orbital energy (alpha / beta) comes out at -11.75 / -12.07 eV. Its total charge is +1. As for the HOMO-LUMO gap (alpha / beta): 0.243 / 0.275 Ha.

***

(3)
The following is a quantum chemistry calculation of a cluster of 2 separate species, C3H8N4O in total at a distorted geometry, from the Open Molecules 2025 dataset.

Structure (XYZ):
```
16
Properties=species:S:1:pos:R:3:lowdin_charge:R:1
O 0.98533 -0.54877 -0.73824 -0.150
N 0.81900 1.70959 -1.90921 -0.126
N 0.07965 -1.76261 1.31043 0.046
N -2.10696 -0.84958 1.24614 0.101
N 0.82368 2.17326 -0.67566 -0.155
C -0.86922 -1.03512 0.82127 -0.543
C -0.19614 0.02375 -0.17506 -0.316
C 0.24411 1.50767 0.33935 -0.051
H -0.79802 0.18309 -1.05406 0.078
H 0.65890 2.56212 -2.75307 0.186
H -0.26322 -2.32917 2.34995 0.214
H -2.15235 -1.64606 1.92278 0.030
H 0.08272 0.50113 -1.99797 0.243
H 0.34216 1.74212 1.47573 0.132
H 1.67028 0.22529 -0.78342 0.124
H 0.68008 -2.45673 0.62106 0.185
```

The relative energy (zero: lowest compared OMol25 entry of this formula, charge and spin) is 752.0 kJ/mol. The calculation puts the strongest force on any atom at 0.1791 Eh/bohr. The calculation puts the lowest unoccupied orbital energy at 0.558 eV. As for the total energy: -413.12963 Ha. The highest occupied orbital energy comes out at -8.94 eV. As for the HOMO-LUMO gap: 0.349 Ha.

***

(4)
The following is a quantum chemistry calculation of a structure of composition C5H15N2O at a distorted geometry, from the Open Molecules 2025 dataset.

Structure (XYZ):
```
23
Properties=species:S:1:pos:R:3:lowdin_charge:R:1
O -0.65613 -1.33413 1.35853 -0.248
N -1.32160 1.25090 0.78479 -0.009
N 0.21496 -2.22822 -0.68964 0.203
C 0.61790 -1.27341 -1.39950 -0.074
C 1.05564 0.01436 -0.87992 -0.070
C 0.20045 1.14066 -1.20814 -0.071
C 1.95917 -0.08493 0.30465 0.032
C -1.28969 1.24819 -0.65035 -0.190
H 2.04879 0.97187 0.55142 0.098
H -2.17877 1.68030 1.09609 0.100
H 1.43613 -0.76677 0.99268 0.110
H 2.99552 -0.39549 0.13481 0.128
H 0.18443 -1.33054 -2.39988 0.159
H 0.08806 0.77917 2.25448 0.013
H -1.23864 0.32045 1.19375 0.001
H -1.89897 0.45113 -1.08971 0.122
H 0.35068 1.21644 2.80489 0.073
H 0.64808 2.10374 -1.00792 0.144
H -1.13965 -1.85032 2.01344 0.037
H -0.32424 -1.98472 0.37812 0.015
H -0.18070 -2.98249 -1.25533 0.152
H -1.63607 2.21000 -1.02389 0.130
H 0.06464 0.84379 -2.26336 0.145
```

The relative energy (zero: lowest compared OMol25 entry of this formula, charge and spin) is 640.8 kJ/mol. The calculation puts the strongest force on any atom at 0.0755 Eh/bohr. The calculation puts the lowest unoccupied orbital energy at -7.232 eV. As for the total energy: -383.80695 Ha. The highest occupied orbital energy comes out at -12.93 eV. Its total charge is +1. As for the HOMO-LUMO gap: 0.209 Ha.

***

(5)
The following is a quantum chemistry calculation of a structure of composition C52H51BrCl2IrN6OS2 at a distorted geometry, from the Open Molecules 2025 dataset.

Structure (XYZ):
```
116
Properties=species:S:1:pos:R:3:lowdin_charge:R:1
Ir 12.28672 16.99405 13.85219 0.956
Br 12.26241 21.89994 14.63194 0.795
Cl 10.43126 19.58387 16.63099 0.723
Cl 14.61132 16.00008 17.02966 0.729
S 12.97891 14.66409 13.83147 0.618
S 10.09891 15.95599 14.39663 0.642
O 9.70578 20.81102 12.83576 0.022
N 12.45414 17.47379 15.54572 -0.220
N 9.17603 13.48304 14.07808 -0.117
N 11.57535 17.37387 11.96537 -0.147
N 11.45376 21.43102 9.33394 0.179
N 15.50076 18.39229 6.68837 0.143
N 11.72418 12.29086 13.88504 -0.136
C 9.25742 26.23054 14.08935 -0.535
C 6.38945 14.44635 10.02241 -0.109
C 8.22709 22.48039 13.72762 -0.068
C 14.55155 17.97018 11.94745 -0.281
C 9.52218 21.84926 13.55562 -0.354
C 13.27631 10.42820 9.25813 -0.100
C 12.96067 11.63898 13.42465 -0.139
C 7.46228 15.49474 11.85860 -0.024
C 6.43802 13.34734 12.13044 -0.071
C 15.25499 16.94728 9.86511 -0.017
C 9.29891 24.65364 14.11878 -0.130
C 10.49382 23.96587 14.36381 -0.112
C 13.11526 16.80392 19.03489 -0.124
C 7.06951 15.50790 10.51996 -0.097
C 11.33672 20.38442 9.84651 -0.175
C 10.29711 14.24087 14.14714 -0.635
C 6.95443 21.61657 13.55573 -0.546
C 13.80445 9.69583 10.29844 -0.111
C 11.20667 16.40888 11.11832 -0.122
C 12.57972 11.57962 9.57044 -0.084
C 11.58416 13.64794 13.97973 -0.651
C 15.34755 18.35361 7.84087 -0.206
C 10.71098 18.07575 9.44178 0.032
C 11.48404 18.57625 17.47104 -0.640
C 10.00539 26.70190 12.81740 -0.049
C 7.26917 14.33881 12.64024 -0.187
C 9.28070 12.01451 13.96330 -0.100
C 13.62282 10.01832 11.62426 -0.051
C 14.51200 19.25499 11.30884 -0.061
C 7.77705 26.66285 14.04742 -0.064
C 6.65864 21.59998 12.10935 -0.068
C 14.19386 17.82968 13.41336 -0.279
C 12.96100 11.23722 11.93946 -0.186
C 7.85293 14.09577 14.02060 -0.163
C 10.65660 11.40889 14.35565 -0.096
C 11.22865 19.04784 10.31666 -0.201
C 11.67024 18.68079 11.58227 -0.068
C 12.42930 17.66889 16.82693 -0.391
C 11.34054 18.51623 18.84221 -0.127
C 14.78604 19.33710 9.97082 -0.048
C 10.71967 16.73471 9.86881 -0.026
C 5.77845 22.31264 14.36809 -0.051
C 13.31458 16.86894 17.68489 -0.636
C 12.11677 17.63433 19.66204 -0.045
C 15.05408 16.86136 11.24166 -0.043
C 10.59872 22.63051 14.15211 -0.568
C 15.19404 18.21210 9.24049 -0.248
C 9.94431 26.79559 15.34253 -0.053
C 8.19236 23.85655 13.86816 0.012
C 12.36602 11.94688 10.90339 -0.040
C 6.00094 13.39252 10.84080 -0.092
C 7.15404 20.20513 14.17430 -0.038
H 6.16316 12.49496 12.76390 0.118
H 7.25842 26.35784 13.13888 0.086
H 10.37933 18.29741 8.43792 0.126
H 13.15047 10.69041 13.98785 0.130
H 11.36281 15.38331 11.48606 0.094
H 9.81828 27.87878 15.34625 0.084
H 8.93768 11.72169 12.97726 0.116
H 5.45514 12.53912 10.40967 0.113
H 15.26283 15.94927 11.78027 0.103
H 12.08414 12.19983 8.77386 0.120
H 7.94007 16.33938 12.31288 0.083
H 7.30782 16.36728 9.91251 0.101
H 10.63475 19.14972 19.32221 0.084
H 11.77247 12.80950 11.09380 0.088
H 11.37702 24.57815 14.72446 0.122
H 5.73718 21.08525 11.83042 0.083
H 9.58576 26.36513 16.29487 0.099
H 10.83665 10.42252 13.88729 0.135
H 7.45202 21.08513 11.48551 0.105
H 10.36962 15.93540 9.23244 0.110
H 6.11858 14.42093 8.95156 0.114
H 7.20710 24.35450 13.86328 0.100
H 13.42682 10.17339 8.22289 0.101
H 7.12277 13.45891 14.49860 0.110
H 7.79589 27.76049 13.99338 0.089
H 8.52105 11.57252 14.66072 0.132
H 6.15353 22.50902 15.39277 0.088
H 9.59918 26.15516 11.93581 0.096
H 11.13467 26.54120 12.78360 0.104
H 12.01714 17.68931 20.72703 0.087
H 12.10588 19.40659 12.29562 0.110
H 7.93272 15.03444 14.64528 0.083
H 4.84902 21.70278 14.50479 0.091
H 14.67483 20.28885 9.45670 0.121
H 15.48702 16.02844 9.25715 0.135
H 14.29645 20.13464 11.91993 0.115
H 6.24948 19.58537 13.97315 0.095
H 7.26230 26.34689 14.93330 0.084
H 14.34510 8.75504 10.10608 0.111
H 8.06623 19.81109 13.70286 0.063
H 14.17348 18.81424 13.92655 0.049
H 10.69362 11.34632 15.44922 0.128
H 11.03065 26.58001 15.24479 0.079
H 6.55909 22.68100 11.73495 0.115
H 13.77905 16.14906 19.58832 0.095
H 14.15423 9.39965 12.38051 0.121
H 7.28928 20.24845 15.28665 0.093
H 14.82215 17.13587 13.94570 0.022
H 5.51155 23.28597 13.86592 0.080
H 13.81019 12.34474 13.55516 0.080
H 9.87929 27.79341 12.64501 0.088
```

As for the expectation value of S²: 8.868. The relative energy (zero: lowest compared OMol25 entry of this formula, charge and spin) is 0.0 kJ/mol. The calculation puts the strongest force on any atom at 0.0616 Eh/bohr. The calculation puts the lowest unoccupied orbital energy (alpha / beta) at -0.307 / -2.047 eV. As for the total energy: -6810.81777 Ha. The highest occupied orbital energy (alpha / beta) comes out at -6.18 / -7.87 eV. The spin multiplicity is 6. As for the HOMO-LUMO gap (alpha / beta): 0.216 / 0.214 Ha.

***

(6)
The following is a quantum chemistry calculation of an isolated molecule of C6H11NOP2 at a distorted geometry, from the Open Molecules 2025 dataset.

Structure (XYZ):
```
21
Properties=species:S:1:pos:R:3:lowdin_charge:R:1
P -1.94163 -4.00444 -0.99903 0.461
P -1.20927 -2.18268 -1.64403 0.619
O 0.24549 -3.71640 0.73262 0.000
N -0.36047 -1.72716 -0.18531 -0.329
C 0.43331 -2.56256 0.62716 -0.568
C 0.08788 -0.35669 -0.21264 -0.467
C -0.65044 1.97823 -0.90617 -0.097
C 0.94693 -0.33171 1.07297 -0.143
C -1.03133 0.61907 -0.32119 -0.269
C 1.49108 -1.74354 1.33320 -0.091
H -1.76568 0.49614 0.50467 0.126
H 0.13796 2.49340 -0.43477 0.052
H -0.23756 1.68715 -1.89529 0.090
H -2.59814 -4.34051 -2.23524 -0.228
H 0.23406 -0.13313 1.84066 0.098
H 1.50580 -2.21635 2.43008 0.166
H 2.51508 -1.97485 0.91320 0.133
H 1.82672 0.42466 1.19309 0.147
H -1.48113 2.61813 -0.81747 0.059
H -1.63792 0.19176 -1.28076 0.075
H 0.78761 -0.04082 -1.11284 0.164
```

The relative energy (zero: lowest compared OMol25 entry of this formula, charge and spin) is 0.0 kJ/mol. The calculation puts the strongest force on any atom at 0.0687 Eh/bohr. The calculation puts the lowest unoccupied orbital energy at -0.524 eV. As for the total energy: -1047.87188 Ha. The highest occupied orbital energy comes out at -8.56 eV. As for the HOMO-LUMO gap: 0.295 Ha.

***

Repeat the first record exactly.
The following is a quantum chemistry calculation of a cluster of 9 separate species, C6H29NO8 in total at a distorted geometry, from the Open Molecules 2025 dataset.

Structure (XYZ):
```
44
Properties=species:S:1:pos:R:3:lowdin_charge:R:1
O -0.22553 0.52804 -1.00235 -0.063
O 2.66541 0.25394 -3.53131 -0.052
O -3.13731 0.02322 -0.92419 -0.052
O 0.31265 3.26845 0.41548 -0.047
O 2.01588 1.86733 -1.54846 -0.089
O -3.04348 2.20309 0.72666 -0.095
O -1.21206 -0.61372 -3.55689 -0.038
O 3.34081 0.89890 0.57212 -0.068
N 0.94330 0.53515 2.54169 0.031
C 0.82870 -1.82595 1.87115 -0.164
C 0.00177 -0.61303 2.32083 -0.399
C 0.46510 -2.18515 0.42618 -0.214
C -0.63309 -3.14592 0.25296 -0.182
C -0.83223 -0.78710 3.60343 -0.053
C -1.74981 -3.08384 -0.47466 0.006
H 1.23948 -2.73510 -0.14303 0.129
H 0.30879 4.22974 0.55831 0.070
H 1.19588 0.58773 3.52217 0.072
H 1.90805 -1.63657 2.01911 0.116
H -1.71561 -1.34146 -3.92861 0.050
H 0.52289 1.44520 2.36937 0.060
H 1.60296 2.72690 -1.38189 0.042
H -0.75301 -0.27632 -4.33644 0.053
H 3.13064 0.64816 -2.79781 0.010
H 0.46772 -1.21717 -0.05091 0.074
H 2.68357 1.88453 -0.82203 0.030
H -0.55708 -4.07987 0.84880 0.115
H -0.70354 -0.41399 1.49616 0.125
H -2.45169 -3.90896 -0.39080 0.053
H -0.18207 3.15188 -0.39909 0.033
H -3.30073 -0.82332 -0.50805 0.037
H -2.00724 -2.29757 -1.16710 0.028
H 2.43008 0.63876 0.83150 0.013
H -0.94878 -1.83706 3.86246 0.068
H -2.29199 -0.00027 -1.39145 0.006
H -1.83136 -0.39566 3.45022 0.071
H -0.50677 -0.25373 4.49541 0.069
H 3.31426 1.74538 1.04549 0.055
H 0.08691 0.50608 -1.90376 0.014
H -3.25619 1.56138 0.00276 0.002
H -2.08564 2.18218 0.60479 -0.016
H 0.60201 -2.59552 2.61353 0.098
H 1.75627 0.13465 -3.27714 -0.009
H 0.52275 0.85334 -0.48642 0.012
```

The relative energy (zero: lowest compared OMol25 entry of this formula, charge and spin) is 294.3 kJ/mol. The calculation puts the strongest force on any atom at 0.0406 Eh/bohr. The calculation puts the lowest unoccupied orbital energy at 0.004 eV. As for the total energy: -902.61687 Ha. The highest occupied orbital energy comes out at -9.46 eV. As for the SMILES: C=CCC[C@@H](C)N.O.O.O.O.O.O.O.O. As for the HOMO-LUMO gap: 0.348 Ha.

***

Question: Which value of relative energy (zero: lowest compared OMol25 entry of this formula, charge and spin) does entry 5 give?
Answer: 0.0 kJ/mol

***

Question: Among the records above, which one has the highest relative energy (zero: lowest compared OMol25 entry of this formula, charge and spin)?
Answer: C3H8N4O

***

Question: Among the records above, which one has the highest strongest force on any atom?
Answer: C3H8N4O